# 1
Density functional theory data (ωB97M-V/def2-TZVPD) for a molecular structure, C32H43BrHgN2P2.

Results
**Gap between HOMO and LUMO**: 7.151 eV
**E_tot**: -4764.23610 Eh
**Lowest unoccupied orbital energy**: -6.13 eV

Geometry as ORCA input:
```
! RIJCOSX wB97M-V def2-TZVPD def2/J DEFGRID3
* xyz 2 1
C 1.93 4.07 -0.92
C 0.90 3.51 -1.70
C 1.10 3.30 -3.08
C 2.34 3.67 -3.62
N 3.31 4.15 -2.86
C 3.13 4.38 -1.57
C -0.29 3.01 -1.10
C -1.13 2.40 -0.45
C -2.39 2.29 0.20
C -2.84 1.14 0.88
C -4.15 1.04 1.34
C -4.98 2.15 1.11
C -4.53 3.36 0.55
C -3.22 3.43 0.10
Hg -0.27 -0.61 0.17
P 2.09 -0.63 -0.62
H 0.35 2.78 -3.68
H 1.83 4.15 0.17
H 2.52 3.54 -4.68
H 3.96 4.82 -1.02
H -2.81 4.32 -0.38
H -2.15 0.29 1.05
H -5.20 4.22 0.45
H -4.52 0.14 1.83
C 2.73 -2.33 -0.30
C 3.94 -2.76 -1.13
H 1.89 -3.03 -0.47
H 2.95 -2.38 0.78
H 4.20 -3.79 -0.88
H 3.72 -2.73 -2.21
H 4.83 -2.14 -0.95
C 2.41 -0.30 -2.39
C 3.82 0.15 -2.78
H 1.70 0.48 -2.69
H 2.13 -1.21 -2.94
H 3.89 0.22 -3.87
H 4.06 1.14 -2.38
H 4.61 -0.55 -2.46
C 3.19 0.56 0.24
C 4.65 0.13 0.32
H 2.78 0.73 1.25
H 3.09 1.52 -0.31
H 5.22 0.88 0.89
H 4.77 -0.83 0.83
H 5.13 0.06 -0.66
Br -6.83 1.94 1.49
P -1.67 -1.60 -1.63
C -0.63 -2.53 -2.82
C -1.27 -3.80 -3.37
H 0.31 -2.79 -2.30
H -0.34 -1.86 -3.64
H -0.55 -4.35 -4.00
H -1.57 -4.48 -2.57
H -2.15 -3.60 -4.00
C -2.69 -2.82 -0.69
C -4.02 -3.20 -1.34
H -2.89 -2.37 0.30
H -2.09 -3.73 -0.49
H -4.60 -3.85 -0.67
H -4.63 -2.30 -1.53
H -3.90 -3.74 -2.28
C -2.68 -0.41 -2.58
C -3.13 -0.94 -3.94
H -2.05 0.48 -2.72
H -3.53 -0.08 -1.97
H -3.72 -0.19 -4.47
H -2.27 -1.18 -4.58
H -3.75 -1.84 -3.86
N 0.15 -0.07 2.49
C 0.10 -0.06 3.66
C 0.05 -0.06 5.09
C -1.18 0.09 5.77
C -1.20 0.16 7.17
C -0.01 0.03 7.90
C 1.20 -0.17 7.22
C 1.23 -0.23 5.83
H -2.10 0.15 5.18
H -2.15 0.30 7.68
H -0.03 0.08 8.99
H 2.13 -0.28 7.78
H 2.16 -0.42 5.29
*
```

Atomic partial charges in e from the Löwdin method, atoms 1 to 2: C -0.004; C -0.243


# 2
Density functional theory data (ωB97M-V/def2-TZVPD) for a molecular structure, C35H54AlN3O20.

Results
**Gap between HOMO and LUMO**: 4.006 eV
**E_tot**: -3277.18319 Eh
**Lowest unoccupied orbital energy**: -4.54 eV

Geometry as ORCA input:
```
! RIJCOSX wB97M-V def2-TZVPD def2/J DEFGRID3
* xyz 0 1
Al -0.32 1.02 -0.53
C -4.26 1.44 2.49
C -3.11 1.04 1.56
O -3.25 1.34 0.38
O -2.13 0.50 2.01
H -5.20 1.66 1.98
H -3.81 2.17 3.17
H -4.48 0.51 3.00
C 0.34 -4.10 -0.78
C 0.03 -2.62 -0.87
O -0.14 -1.98 0.21
O -0.05 -2.06 -1.95
H 1.03 -4.29 0.04
H 0.83 -4.38 -1.71
H -0.52 -4.77 -0.66
C 0.38 4.85 -2.78
O 0.30 3.51 -2.38
H 0.91 4.97 -3.73
H -0.63 5.19 -3.02
H 0.79 5.58 -2.09
C 1.82 4.58 0.85
C 0.95 3.85 1.85
C -0.56 4.19 1.69
O -1.10 3.86 0.43
C -2.31 4.61 0.05
N 1.13 2.35 1.87
H 1.36 4.63 -0.14
H 2.82 4.15 0.76
H 1.90 5.61 1.18
H 1.18 4.21 2.85
H -0.68 5.22 2.02
H -1.08 3.59 2.43
H -2.76 4.15 -0.83
H -1.91 5.59 -0.21
H -3.07 4.76 0.81
H 0.80 2.11 2.80
H 2.12 2.24 2.02
C 4.68 -1.16 0.79
C 3.76 -0.02 0.57
C 4.18 0.78 -0.65
O 3.26 1.78 -0.98
C 3.80 2.79 -1.80
N 2.44 -0.62 0.28
H 4.76 -1.78 -0.10
H 4.32 -1.79 1.61
H 5.71 -0.88 1.01
H 3.60 0.57 1.47
H 4.26 0.05 -1.44
H 5.14 1.26 -0.44
H 4.85 3.07 -1.67
H 3.22 3.71 -1.70
H 3.77 2.54 -2.86
H 2.64 -1.36 -0.37
H 1.97 -1.01 1.09
C -1.40 0.68 -4.28
C -2.78 0.95 -3.82
C -3.56 -0.21 -3.14
O -2.83 -0.58 -1.98
C -3.60 -1.48 -1.27
N -2.59 1.93 -2.74
H -0.67 0.27 -3.58
H -1.06 1.65 -4.63
H -1.44 -0.06 -5.08
H -3.29 1.37 -4.69
H -3.78 -1.03 -3.83
H -4.49 0.14 -2.71
H -3.79 -2.35 -1.89
H -4.57 -1.11 -0.91
H -2.94 -1.82 -0.48
H -3.46 2.07 -2.24
H -2.48 2.86 -3.12
C -3.26 -5.12 4.23
C -4.21 -5.42 3.30
C -3.99 -5.16 1.79
O -4.83 -5.32 0.89
C -2.63 -4.76 1.48
C -1.66 -4.54 2.43
C -1.85 -4.72 3.92
O -0.99 -4.55 4.76
O -0.49 -4.03 2.07
O -5.47 -5.88 3.58
H -3.44 -5.24 5.29
H -2.49 -4.58 0.42
H -0.61 -3.29 1.46
H -5.98 -6.01 2.78
C 2.51 0.69 -6.34
C 2.25 1.09 -5.10
C 2.06 0.12 -3.96
O 1.74 0.54 -2.86
C 2.17 -1.20 -4.37
C 2.58 -1.61 -5.60
C 2.78 -0.65 -6.74
O 3.03 -0.98 -7.95
O 2.66 -2.90 -5.86
O 1.94 2.41 -4.86
H 2.49 1.50 -7.06
H 1.88 -2.08 -3.81
H 3.07 -3.08 -6.71
H 1.58 2.40 -3.97
C -0.13 -1.72 6.22
C -0.24 -1.35 4.92
C 0.90 -0.94 4.05
O 0.85 -0.61 2.86
C 2.17 -0.88 4.83
C 2.27 -1.19 6.14
C 1.12 -1.73 6.98
O 1.21 -2.21 8.10
O 3.52 -1.29 6.83
O -1.43 -1.44 4.25
H -0.97 -1.97 6.85
H 3.07 -0.60 4.31
H 3.41 -1.32 7.78
H -1.54 -0.92 3.45
*
```

Atomic partial charges in e from the Löwdin method, atoms 1 to 2: Al 1.369; C 0.017


# 3
Density functional theory data (ωB97M-V/def2-TZVPD) for 5 unconnected molecules or ions with the total composition C31H23BrNO17.

Results
**Gap between HOMO and LUMO**: 5.769 eV
**E_tot**: -5102.35270 Eh
**Lowest unoccupied orbital energy**: -5.33 eV

Geometry as ORCA input:
```
! RIJCOSX wB97M-V def2-TZVPD def2/J DEFGRID3
* xyz 1 1
O 3.81 -4.13 5.84
C 3.41 -3.32 4.83
Br 2.24 -1.73 5.20
C 4.01 -3.70 3.32
C 5.14 -2.53 3.00
C 6.74 -2.79 3.23
C 7.74 -1.49 2.89
N 7.20 -0.15 2.40
C 5.71 0.12 2.17
C 4.60 -1.08 2.47
H 3.13 -3.72 2.51
H 4.48 -4.79 3.30
H 7.16 -3.81 3.63
H 8.89 -1.66 3.06
H 7.86 0.66 2.22
H 5.28 1.15 1.83
H 3.44 -0.95 2.34
C 1.14 4.12 3.85
C -0.07 4.34 3.34
C -1.19 3.40 3.57
O -2.30 3.64 3.10
C -0.93 2.19 4.36
C 0.28 1.96 4.87
C 1.40 2.92 4.67
O 2.50 2.69 5.16
O 0.54 0.82 5.61
O -0.32 5.47 2.57
H 1.97 4.80 3.70
H -1.75 1.50 4.50
H 1.49 0.89 5.87
H -1.26 5.40 2.32
C -0.28 -0.26 -0.67
C 0.41 -1.01 0.19
C 1.23 -2.17 -0.26
O 1.86 -2.82 0.55
C 1.23 -2.48 -1.70
C 0.54 -1.74 -2.57
C -0.26 -0.56 -2.11
O -0.87 0.11 -2.93
O 0.54 -2.03 -3.92
O 0.38 -0.74 1.55
H -0.88 0.58 -0.35
H 1.82 -3.33 -2.02
H -0.03 -1.34 -4.33
H 0.96 -1.42 1.96
C -2.75 2.63 -4.98
C -3.29 3.85 -5.11
C -2.94 4.73 -6.26
O -3.47 5.84 -6.36
C -1.97 4.24 -7.24
C -1.42 3.03 -7.11
C -1.79 2.13 -5.98
O -1.29 1.01 -5.90
O -0.50 2.56 -8.03
O -4.19 4.33 -4.18
H -2.99 1.98 -4.16
H -1.71 4.90 -8.06
H -0.26 1.66 -7.72
H -4.43 5.23 -4.49
C -5.90 -3.05 0.09
C -5.31 -1.86 0.22
C -4.09 -1.52 -0.56
O -3.57 -0.41 -0.43
C -3.53 -2.54 -1.46
C -4.12 -3.73 -1.58
C -5.36 -4.06 -0.83
O -5.89 -5.16 -0.98
O -3.60 -4.70 -2.42
O -5.81 -0.90 1.08
H -6.79 -3.31 0.65
H -2.63 -2.28 -2.00
H -4.21 -5.47 -2.34
H -5.21 -0.13 1.00
*
```

Atomic partial charges in e from the Löwdin method, atoms 1 to 2: O -0.076; C -0.591


# 4
Density functional theory data (ωB97M-V/def2-TZVPD) for a molecular structure, C26H20CsN6O2S.

Results
**Gap between HOMO and LUMO**: 3.997 eV
**Energy relative to the best compared isomer or geometry (same formula, charge and spin)**: 0.0000 eV
**E_tot**: -1900.16848 Eh
**Lowest unoccupied orbital energy**: 1.61 eV

Geometry as ORCA input:
```
! RIJCOSX wB97M-V def2-TZVPD def2/J DEFGRID3
* xyz -1 1
Cs -0.39 -0.56 -0.51
O -2.38 1.25 -1.32
C -2.98 2.34 -1.10
C -3.89 2.92 -2.04
C -4.50 4.11 -1.82
C -4.37 4.80 -0.59
C -3.50 4.32 0.37
C -2.80 3.07 0.20
C -2.03 2.73 1.34
N -1.08 1.82 1.54
N -0.56 1.79 2.76
C 0.33 0.77 2.95
O 0.60 -0.06 2.06
C 1.01 0.74 4.30
C 1.88 -0.35 4.56
C 2.52 -0.55 5.77
C 2.33 0.35 6.81
C 1.48 1.42 6.61
C 0.83 1.63 5.36
H -4.04 2.31 -2.96
H -5.10 4.56 -2.62
H -4.95 5.70 -0.42
H -3.37 4.91 1.28
H -2.26 3.34 2.22
H 2.08 -1.07 3.71
H 3.17 -1.42 5.88
H 2.84 0.18 7.78
H 1.30 2.14 7.43
H 0.22 2.51 5.24
N 2.10 -1.95 -4.74
C 3.18 -1.09 -4.46
C 4.35 -0.79 -5.14
C 5.24 0.09 -4.51
C 4.99 0.64 -3.24
C 3.79 0.32 -2.57
C 2.90 -0.56 -3.17
N 1.68 -1.02 -2.74
C 1.20 -1.83 -3.68
C -0.05 -2.59 -3.67
C -0.61 -3.34 -4.70
S -2.04 -4.13 -4.26
C -1.87 -3.49 -2.65
N -0.83 -2.68 -2.50
H 1.97 -2.55 -5.53
H 4.52 -1.23 -6.16
H 6.16 0.38 -5.03
H 5.69 1.35 -2.81
H 3.55 0.72 -1.57
H -0.18 -3.48 -5.70
H -2.55 -3.73 -1.82
C -2.58 -4.08 3.13
C -2.64 -4.22 1.71
N -2.65 -4.32 0.54
H -3.60 -4.07 3.53
H -2.09 -3.14 3.36
H -1.99 -4.89 3.57
*
```

Atomic partial charges in e from the Löwdin method, atoms 1 to 2: Cs 1.131; O -0.306


# 5
Density functional theory data (ωB97M-V/def2-TZVPD) for a gas-phase ion, C4H6NO (charge -1).

Results
**Gap between HOMO and LUMO (alpha / beta)**: 7.091 / 5.959 eV
**Energy relative to the best compared isomer or geometry (same formula, charge and spin)**: 3.7406 eV
**E_tot**: -285.78826 Eh
**Lowest unoccupied orbital energy (alpha / beta)**: 4.03 / 4.01 eV

Geometry as ORCA input:
```
! RIJCOSX wB97M-V def2-TZVPD def2/J DEFGRID3
* xyz -1 1
C 0.40 -0.35 0.59
C 0.49 -0.63 3.21
C -0.30 0.69 1.42
C -0.05 -0.67 -0.82
N 0.11 0.50 2.78
O 0.01 1.56 3.49
H 1.52 -0.35 0.67
H -0.04 1.75 1.21
H -1.40 0.51 1.25
H 0.88 -1.13 -1.35
H -0.38 0.15 -1.51
H -0.82 -1.40 -0.89
*
```

Atomic partial charges in e from the natural (NBO) method, atoms 1 to 2: C -0.222; C -0.043